# C34H31F15GeHgNSSi2

C34H31F15GeHgNSSi2 as an isolated structure (wB97M-V/def2-TZVPD, the OMol25 dataset).

Atoms and positions in Å:
Hg 0.029 -0.127 0.250
C -4.002 1.563 4.023
N -3.399 1.151 2.780
C -3.465 -0.282 2.603
C -2.056 1.678 2.535
C -0.979 0.885 3.237
C -0.782 1.097 4.598
C 0.054 0.276 5.332
C 0.699 -0.771 4.701
C 0.562 -0.934 3.331
C -0.273 -0.121 2.564
H -5.048 1.248 4.021
H -3.976 2.652 4.096
H -3.524 1.133 4.922
H -4.512 -0.589 2.598
H -2.939 -0.843 3.392
H -3.012 -0.532 1.642
H -2.040 2.724 2.851
H -1.907 1.653 1.446
H -1.287 1.924 5.083
H 0.204 0.458 6.389
H 1.324 -1.448 5.272
H 1.123 -1.727 2.850
C 4.630 1.719 -1.450
Si 3.303 1.632 -0.069
C 4.174 2.432 1.454
C 1.918 2.853 -0.563
C 2.584 -0.053 0.370
Si 3.394 -1.676 -0.130
C 4.460 -2.428 1.294
C 2.070 -2.994 -0.548
C 4.566 -1.634 -1.642
H 4.902 2.747 -1.670
H 4.270 1.271 -2.369
H 5.536 1.196 -1.162
H 4.544 3.434 1.244
H 5.015 1.832 1.790
H 3.476 2.505 2.283
H 2.278 3.857 -0.770
H 1.187 2.926 0.238
H 1.391 2.502 -1.445
H 2.528 -0.064 1.464
H 3.866 -2.536 2.196
H 5.301 -1.783 1.538
H 4.856 -3.409 1.043
H 1.368 -3.110 0.275
H 2.490 -3.975 -0.759
H 1.498 -2.687 -1.420
H 5.467 -1.067 -1.436
H 4.072 -1.173 -2.490
H 4.866 -2.635 -1.938
F -5.423 0.394 -4.376
C -5.206 1.539 -3.703
C -4.605 1.516 -2.459
C -4.352 2.754 -1.888
F -3.731 2.791 -0.700
C -4.712 3.955 -2.481
F -4.446 5.145 -1.900
C -5.364 3.934 -3.707
F -5.751 5.086 -4.299
C -5.599 2.718 -4.329
F -6.206 2.692 -5.539
Ge -3.969 -0.086 -1.287
S -1.727 0.350 -1.742
C -5.835 -0.080 -0.078
C -6.457 1.030 0.483
F -6.287 2.246 -0.075
C -7.305 0.957 1.575
F -7.895 2.070 2.072
C -7.590 -0.275 2.148
F -8.468 -0.372 3.176
C -6.970 -1.413 1.634
F -7.244 -2.620 2.186
C -6.096 -1.281 0.570
F -5.467 -2.399 0.126
C -4.652 -1.610 -2.542
C -3.814 -2.631 -2.961
F -2.498 -2.541 -2.730
C -4.266 -3.763 -3.626
F -3.405 -4.703 -4.077
C -5.628 -3.933 -3.836
F -6.092 -5.045 -4.446
C -6.504 -2.953 -3.390
F -7.832 -3.125 -3.573
C -6.004 -1.813 -2.779
F -6.892 -0.860 -2.440

**Frontier orbital gap (alpha / beta)**: 0.1875 / 0.2572 Ha
**Net charge**: -2
**ΔE to the lowest compared entry with this formula, charge and spin**: 59.9 kJ/mol
**2S+1**: 2

Here are the Löwdin charges for atoms 1 to 6, given in e: 0.785 -0.119 -0.241 -0.100 -0.185 -0.286

***

# C34H31IIrN4O3

C34H31IIrN4O3 as an isolated structure (wB97M-V/def2-TZVPD, the OMol25 dataset).

Atoms and positions in Å:
Ir 0.243 -1.468 0.531
C -3.574 3.049 -2.951
C -2.876 3.715 -1.798
C -3.058 5.064 -1.523
C -2.404 5.682 -0.467
C -1.554 4.946 0.343
C -1.366 3.592 0.109
C -2.021 2.993 -0.961
N -1.886 1.594 -1.222
C -0.836 0.816 -0.868
N 0.375 1.387 -0.917
C 1.644 0.815 -0.679
C 1.774 -0.508 -0.262
C 3.057 -1.037 -0.105
C 4.175 -0.246 -0.310
C 4.019 1.082 -0.678
C 2.762 1.634 -0.877
C 2.599 3.078 -1.265
N -1.007 -0.490 -0.677
C -2.346 -0.988 -0.518
C -3.112 -0.563 0.566
C -4.361 -1.119 0.786
C -4.835 -2.099 -0.077
C -4.071 -2.502 -1.161
C -2.816 -1.952 -1.411
C -2.018 -2.359 -2.617
H -4.037 3.791 -3.598
H -4.367 2.376 -2.612
H -2.877 2.461 -3.551
H -3.719 5.640 -2.158
H -2.565 6.734 -0.275
H -1.043 5.416 1.172
H -0.727 3.013 0.767
H -2.745 1.094 -1.394
H 0.365 2.377 -1.112
H 3.185 -2.068 0.206
H 5.165 -0.656 -0.163
H 4.890 1.709 -0.818
H 3.569 3.552 -1.391
H 2.061 3.636 -0.493
H 2.057 3.190 -2.208
H -2.701 0.175 1.245
H -4.954 -0.796 1.631
H -5.806 -2.545 0.091
H -4.459 -3.249 -1.843
H -2.535 -3.138 -3.174
H -1.027 -2.726 -2.344
H -1.861 -1.511 -3.287
O 2.921 2.266 3.691
C 2.933 0.929 3.743
C 3.943 0.314 4.490
C 4.024 -1.058 4.548
C 3.104 -1.861 3.867
C 2.099 -1.250 3.156
C 1.983 0.142 3.076
C 0.890 0.789 2.314
O 0.865 2.000 2.115
O -0.074 0.002 1.888
H 2.188 2.526 3.088
H 4.658 0.944 5.001
H 4.809 -1.519 5.132
H 3.174 -2.939 3.915
H 1.357 -1.874 2.652
I -1.290 -3.610 1.759
C -0.046 -4.272 0.210
C 0.182 -5.597 -0.091
C 1.071 -5.881 -1.119
C 1.691 -4.841 -1.794
C 1.404 -3.540 -1.434
N 0.543 -3.257 -0.443
H -0.318 -6.378 0.464
H 1.275 -6.909 -1.385
H 2.390 -5.030 -2.596
H 1.846 -2.687 -1.929

**Frontier orbital gap**: 0.2615 Ha
**Net charge**: +1
**ΔE to the lowest compared entry with this formula, charge and spin**: 45.1 kJ/mol

Here are the Löwdin charges for atoms 1 to 6, given in e: 1.141 -0.037 -0.212 -0.034 -0.069 -0.063

***

# C34H31N4S2Y

C34H31N4S2Y as an isolated structure (wB97M-V/def2-TZVPD, the OMol25 dataset).

Atoms and positions in Å:
Y -0.663 -0.886 -0.157
C 2.678 -1.171 -0.903
C 2.391 -2.324 0.004
C 3.376 -3.223 0.351
C 3.053 -4.289 1.180
C 1.773 -4.414 1.660
C 0.814 -3.465 1.295
N 1.122 -2.459 0.463
C -0.562 -3.488 1.826
C -0.984 -4.440 2.708
C -2.293 -4.392 3.234
C -3.114 -3.377 2.815
C -2.666 -2.429 1.895
N -1.365 -2.455 1.403
C -3.514 -1.400 1.367
C -4.832 -1.137 1.802
C -5.568 -0.185 1.156
C -5.039 0.500 0.053
C -3.745 0.227 -0.323
C -3.143 0.817 -1.565
N -2.987 -0.659 0.360
H 3.748 -0.972 -0.949
H 2.189 -0.257 -0.553
H 2.329 -1.374 -1.916
H 4.379 -3.083 -0.027
H 3.805 -5.015 1.459
H 1.511 -5.226 2.319
H -0.317 -5.232 3.013
H -2.641 -5.140 3.932
H -4.131 -3.322 3.177
H -5.253 -1.682 2.634
H -6.576 0.028 1.492
H -5.621 1.222 -0.502
H -3.465 1.845 -1.728
H -3.424 0.216 -2.432
H -2.049 0.847 -1.572
S -1.803 -2.607 -2.197
C -0.725 -1.615 -3.091
N -0.077 -0.590 -2.555
C 0.702 0.081 -3.492
C 1.458 1.221 -3.240
C 2.169 1.794 -4.278
C 2.134 1.241 -5.562
C 1.382 0.108 -5.820
C 0.663 -0.466 -4.777
S -0.384 -1.850 -4.781
H 1.471 1.653 -2.250
H 2.753 2.686 -4.092
H 2.693 1.705 -6.364
H 1.355 -0.312 -6.817
C -0.555 3.078 -0.085
C 0.112 2.437 1.135
C -0.840 2.610 2.326
C 0.311 0.937 0.941
C 1.463 3.106 1.386
C 2.482 2.929 0.446
C 3.738 3.482 0.620
C 4.010 4.238 1.756
C 3.014 4.424 2.697
C 1.752 3.864 2.515
H -1.572 2.693 -0.188
H -0.020 2.860 -1.012
H -0.626 4.163 0.020
H -1.784 2.102 2.115
H -1.068 3.664 2.514
H -0.434 2.181 3.244
H 1.026 0.615 1.718
H 2.280 2.329 -0.431
H 4.507 3.322 -0.126
H 4.990 4.674 1.900
H 3.215 5.009 3.586
H 0.992 4.025 3.267

**Frontier orbital gap (alpha / beta)**: 0.2540 / 0.1825 Ha
**ΔE to the lowest compared entry with this formula, charge and spin**: 0.0 kJ/mol

Here are the Löwdin charges for atoms 1 to 6, given in e: 1.318 -0.030 -0.291 -0.023 -0.044 -0.007

***

# C34H31N4S2Y

C34H31N4S2Y as an isolated structure (wB97M-V/def2-TZVPD, the OMol25 dataset).

Atoms and positions in Å:
Y -0.110 -0.824 -0.621
C 2.270 1.659 -1.353
C 3.036 0.370 -1.438
C 4.377 0.359 -1.746
C 5.033 -0.866 -1.817
C 4.341 -2.023 -1.561
C 2.981 -1.963 -1.244
N 2.348 -0.769 -1.205
C 2.199 -3.158 -0.914
C 2.764 -4.406 -0.919
C 2.005 -5.530 -0.563
C 0.672 -5.347 -0.234
C 0.112 -4.084 -0.256
N 0.875 -2.964 -0.569
C -1.301 -3.879 0.002
C -2.168 -4.896 0.435
C -3.512 -4.642 0.547
C -4.017 -3.388 0.197
C -3.126 -2.415 -0.194
C -3.598 -1.078 -0.703
N -1.801 -2.637 -0.227
H 2.946 2.507 -1.261
H 1.600 1.658 -0.486
H 1.662 1.805 -2.246
H 4.894 1.291 -1.924
H 6.088 -0.910 -2.060
H 4.857 -2.970 -1.596
H 3.798 -4.540 -1.197
H 2.444 -6.517 -0.566
H 0.067 -6.209 0.007
H -1.788 -5.875 0.687
H -4.181 -5.425 0.885
H -5.077 -3.172 0.220
H -4.430 -0.694 -0.113
H -3.924 -1.175 -1.740
H -2.813 -0.325 -0.699
S -0.951 -1.471 -3.325
C -0.994 0.231 -3.352
N -0.781 0.979 -2.278
C -0.864 2.344 -2.551
C -0.687 3.371 -1.630
C -0.800 4.685 -2.053
C -1.085 4.987 -3.386
C -1.261 3.971 -4.313
C -1.148 2.653 -3.882
S -1.324 1.175 -4.785
H -0.462 3.131 -0.598
H -0.665 5.488 -1.339
H -1.173 6.021 -3.698
H -1.488 4.198 -5.348
C -2.055 1.448 1.754
C -0.788 0.876 2.416
C -1.232 -0.244 3.368
C 0.152 0.250 1.387
C -0.071 2.001 3.159
C 0.418 3.082 2.420
C 1.101 4.125 3.023
C 1.316 4.115 4.397
C 0.838 3.051 5.146
C 0.152 2.004 4.532
H -2.696 0.634 1.410
H -1.817 2.079 0.893
H -2.635 2.046 2.462
H -1.732 -1.027 2.796
H -1.936 0.132 4.120
H -0.383 -0.700 3.882
H 1.153 0.209 1.843
H 0.270 3.096 1.345
H 1.472 4.947 2.420
H 1.849 4.927 4.876
H 0.997 3.027 6.217
H -0.209 1.188 5.145

**Frontier orbital gap (alpha / beta)**: 0.2643 / 0.1788 Ha
**ΔE to the lowest compared entry with this formula, charge and spin**: 17.6 kJ/mol

Here are the Löwdin charges for atoms 1 to 6, given in e: 1.344 -0.029 -0.301 -0.029 -0.048 -0.014

***

# C34H31N8NaSi

C34H31N8NaSi as an isolated structure (wB97M-V/def2-TZVPD, the OMol25 dataset).

Atoms and positions in Å:
Na 0.065 -1.377 -0.583
C 5.061 -2.047 -3.518
C 3.721 -2.320 -3.741
C 2.832 -2.304 -2.676
C 3.291 -2.023 -1.398
C 4.634 -1.753 -1.166
C 5.515 -1.764 -2.231
N 2.275 -2.000 -0.380
N 2.695 -1.872 0.770
C 1.706 -1.837 1.821
C 2.203 -1.692 3.099
C 1.304 -1.644 4.157
C -0.045 -1.761 3.890
C -0.449 -1.919 2.567
N 0.410 -1.953 1.558
H 5.758 -2.053 -4.346
H 3.365 -2.542 -4.738
H 1.780 -2.514 -2.826
H 4.968 -1.530 -0.162
H 6.561 -1.546 -2.063
H 3.272 -1.620 3.245
H 1.660 -1.521 5.171
H -0.782 -1.734 4.680
H -1.494 -2.028 2.298
C 2.449 1.502 -1.522
C 1.043 1.817 -1.137
N 0.068 0.948 -0.988
C -1.043 1.668 -0.585
C -0.725 2.981 -0.487
N 0.612 3.073 -0.836
C 1.400 4.281 -0.835
N 2.437 4.239 0.169
N 3.739 4.303 -0.201
N 4.482 4.184 0.833
C 3.664 4.023 1.936
C 3.985 3.839 3.285
C 2.939 3.685 4.163
C 1.596 3.709 3.719
C 1.266 3.889 2.397
C 2.342 4.051 1.514
H 2.462 0.607 -2.141
H 3.069 1.317 -0.640
H 2.915 2.316 -2.077
H -1.996 1.189 -0.420
H -1.309 3.848 -0.223
H 0.724 5.114 -0.653
H 1.908 4.436 -1.783
H 5.017 3.823 3.611
H 3.139 3.540 5.216
H 0.804 3.578 4.445
H 0.237 3.894 2.064
C -4.977 2.346 -1.641
C -5.120 1.595 -0.482
C -4.546 0.332 -0.387
C -3.818 -0.237 -1.441
C -3.695 0.546 -2.600
C -4.256 1.811 -2.702
Si -2.834 -1.867 -1.329
C -3.938 -3.274 -0.671
C -4.719 -3.198 0.488
C -5.426 -4.293 0.974
C -5.364 -5.514 0.318
C -4.588 -5.622 -0.829
C -3.896 -4.520 -1.312
H -5.428 3.328 -1.719
H -5.681 1.995 0.356
H -4.656 -0.211 0.546
H -3.136 0.150 -3.442
H -4.140 2.380 -3.618
H -2.754 -2.231 -2.794
H -4.779 -2.266 1.040
H -6.027 -4.191 1.871
H -5.911 -6.369 0.695
H -4.533 -6.567 -1.358
H -3.306 -4.626 -2.218

**Frontier orbital gap**: 0.1504 Ha
**ΔE to the lowest compared entry with this formula, charge and spin**: 3.3 kJ/mol

Here are the Löwdin charges for atoms 1 to 6, given in e: 0.195 -0.073 -0.067 -0.027 -0.258 -0.027

***

# C34H32As2F9N8O2V

C34H32As2F9N8O2V as an isolated structure (wB97M-V/def2-TZVPD, the OMol25 dataset).

Atoms and positions in Å:
V -1.416 1.246 -0.885
C -0.503 2.230 4.612
N -1.072 1.759 3.350
C -0.538 1.782 2.138
N -1.343 1.174 1.275
C -2.402 0.810 2.060
N -2.272 1.130 3.317
C 0.350 1.191 5.297
C 0.205 0.984 6.662
C 1.008 0.061 7.321
C 1.952 -0.666 6.621
C 2.098 -0.462 5.250
C 1.302 0.465 4.595
C 3.109 -1.233 4.521
N 3.960 -2.067 4.988
N 4.704 -2.522 3.882
C 4.225 -1.917 2.860
O 3.202 -1.073 3.170
C 4.647 -2.040 1.461
C 5.681 -2.917 1.158
C 6.098 -3.054 -0.156
C 5.483 -2.325 -1.160
C 4.446 -1.447 -0.859
C 3.807 -0.699 -2.006
N 2.716 0.182 -1.605
C 1.458 -0.147 -1.353
N 0.763 0.940 -1.026
C 1.707 1.928 -1.092
N 2.898 1.511 -1.437
C 4.032 -1.301 0.455
H -1.351 2.500 5.237
H 0.052 3.141 4.386
H 0.418 2.231 1.921
H -3.281 0.323 1.667
H -0.541 1.541 7.214
H 0.886 -0.094 8.384
H 2.578 -1.391 7.123
H 1.438 0.607 3.530
H 6.149 -3.482 1.953
H 6.905 -3.732 -0.397
H 5.814 -2.441 -2.186
H 3.391 -1.396 -2.736
H 4.524 -0.063 -2.523
H 1.082 -1.154 -1.422
H 1.493 2.967 -0.895
H 3.238 -0.611 0.712
C -0.735 1.399 -5.051
As -1.473 0.589 -3.457
C -3.263 0.133 -4.073
C -0.641 -1.178 -3.473
C 0.270 -1.553 -4.456
C 0.846 -2.818 -4.438
C 0.497 -3.725 -3.449
C -0.409 -3.357 -2.463
C -0.964 -2.080 -2.451
As -2.107 -1.485 -0.972
C -3.643 -2.632 -1.172
C -1.211 -2.319 0.538
H 0.331 1.582 -4.931
H -1.239 2.355 -5.187
H -0.913 0.772 -5.923
H -3.224 -0.765 -4.686
H -3.645 0.966 -4.657
H -3.917 -0.002 -3.213
H 0.536 -0.866 -5.248
H 1.553 -3.098 -5.208
H 0.926 -4.718 -3.444
H -0.665 -4.077 -1.695
H -3.301 -3.666 -1.168
H -4.143 -2.411 -2.112
H -4.339 -2.471 -0.350
H -0.927 -3.345 0.312
H -1.892 -2.323 1.389
H -0.328 -1.741 0.807
F -4.021 3.409 1.271
C -4.736 3.312 0.134
F -5.511 2.237 0.243
F -5.517 4.395 0.057
C -3.779 3.180 -1.095
O -3.268 1.944 -1.164
C -4.579 3.498 -2.401
F -3.854 3.170 -3.481
F -4.902 4.787 -2.522
F -5.698 2.774 -2.443
C -2.620 4.209 -0.966
F -2.964 5.436 -0.621
F -1.718 3.745 -0.044
F -1.918 4.268 -2.116

**Frontier orbital gap (alpha / beta)**: 0.3041 / 0.3256 Ha
**Net charge**: +1
**ΔE to the lowest compared entry with this formula, charge and spin**: 37.4 kJ/mol
**2S+1**: 4

Here are the Löwdin charges for atoms 1 to 6, given in e: 0.529 -0.056 -0.098 -0.129 -0.013 -0.191